The following is a quantum chemistry calculation of C10H22N2O5Pd as an isolated structure, from the OMol25 dataset.

As for the spin multiplicity: 1. For the total energy, the calculation gives -27407.6347 eV. The total charge is +2.

Each line ends with the Mulliken charge.
CARTESIAN COORDINATES (ANGSTROEM)
1 Pd -0.1933 -0.0733 -0.3964  0.750
2 O 0.0495 1.9379 -0.3650  -0.318
3 O -0.2008 -2.0421 -0.6049  -0.667
4 O 1.9272 0.0286 0.1205  -0.279
5 O -0.1766 -0.2343 1.9836  -0.135
6 O -2.2241 0.5469 0.2068  -0.264
7 N -0.8440 -4.1760 -0.5143  -0.168
8 N -2.4310 -2.4993 -0.3948  -0.235
9 C -2.3416 1.9334 -0.1933  -0.593
10 C 1.1151 0.0720 2.4964  -0.424
11 C -1.8125 -5.2671 -0.5471  -0.997
12 C -1.2923 0.4365 2.5467  -0.436
13 C -1.0771 2.7219 0.1028  -0.419
14 C 2.3771 1.3481 -0.2478  -0.540
15 C 2.1431 -0.4278 1.4811  -0.639
16 C -1.1524 -2.8916 -0.5146  0.714
17 C 1.3468 2.4150 0.0900  -0.402
18 C -2.4755 0.2166 1.6061  -0.652
19 H 1.2841 -0.4426 3.4464  0.467
20 H -1.0776 3.6739 -0.4306  0.502
21 H 1.1989 1.1484 2.6797  0.298
22 H 3.1515 -0.1427 1.7850  0.423
23 H -1.5485 0.0182 3.5244  0.490
24 H -1.2688 -6.1978 -0.6706  0.324
25 H 2.5443 1.2998 -1.3235  0.341
26 H -2.7372 -0.8406 1.5871  0.355
27 H -2.4874 -5.1567 -1.3963  0.347
28 H 3.3270 1.5678 0.2422  0.394
29 H -1.0637 1.4975 2.6896  0.268
30 H -2.6768 -1.5442 -0.6013  0.213
31 H -3.3435 0.7870 1.9398  0.436
32 H 2.0953 -1.5130 1.4072  0.308
33 H -0.9432 2.9137 1.1682  0.255
34 H -2.3760 -5.3202 0.3845  0.345
35 H 1.5658 3.3496 -0.4287  0.484
36 H 1.2772 2.6108 1.1616  0.252
37 H -3.1731 -3.1798 -0.4277  0.197
38 H -3.1993 2.3874 0.3052  0.385
39 H 0.1418 -4.3836 -0.5480  0.288
40 H -2.5355 1.9033 -1.2651  0.331



The following is a quantum chemistry calculation of C44H60ClN6O3PbSb as an isolated structure, from the OMol25 dataset.

As for the spin multiplicity: 1. For the total energy, the calculation gives -85978.9737 eV. The calculation puts the relative energy (zero: lowest compared OMol25 entry of this formula, charge and spin) at 0.0 kJ/mol. The total charge is +2.

Each line ends with the Mulliken charge.
CARTESIAN COORDINATES (ANGSTROEM)
1 Pb 1.2149 1.3617 -0.9756  1.352
2 Sb 1.4959 1.2015 -4.2928  0.276
3 Cl 3.4524 -4.0532 3.6782  -0.222
4 O -1.8238 -0.2460 7.0013  -0.478
5 O -1.4997 -4.7346 0.4377  -0.708
6 O -3.2616 0.5276 5.5174  -0.533
7 N 0.7180 4.9946 2.2127  -0.004
8 N 1.8654 1.0256 1.7777  1.254
9 N 3.7640 1.6943 -0.1674  0.117
10 N -0.6610 -0.7150 -1.2752  0.588
11 N -0.7987 -2.9340 -1.6328  -0.904
12 N -1.9184 -2.4795 -1.0270  1.136
13 C 0.1301 4.1306 -2.3276  0.072
14 C -0.7900 -2.9154 2.5791  0.780
15 C 1.5846 -2.8986 2.1071  -1.410
16 C -5.2729 -5.1400 0.1332  -1.825
17 C -3.0384 -3.3899 -0.7381  -2.010
18 C 1.8039 -0.1040 -7.1080  -1.013
19 C 4.1157 0.9884 0.9216  0.074
20 C 6.4154 0.9881 0.2733  -0.431
21 C -3.7007 -6.5303 1.4682  -1.715
22 C 0.2833 3.5899 -1.0405  -0.509
23 C 2.5121 2.9964 -4.9513  -0.680
24 C -1.6044 1.4312 -4.1331  -0.809
25 C 0.7686 -4.0342 4.0634  -1.055
26 C 2.4203 -0.1368 -5.7104  -0.801
27 C 1.2888 0.7399 4.1618  -0.508
28 C 5.4228 0.6067 1.1660  -1.041
29 C -0.5286 -3.6758 3.7158  -0.480
30 C -3.1639 -3.6129 1.8078  -1.717
31 C 0.3216 0.5472 5.1396  -1.239
32 C -0.0746 3.9583 1.4403  0.804
33 C -0.5231 5.3322 -2.5746  -1.025
34 C -2.1975 -2.4949 2.2282  -0.865
35 C -0.0697 -1.8521 -1.7494  -0.813
36 C -3.8064 -5.5706 0.2700  1.654
37 C -0.9532 5.5398 -0.2384  -0.833
38 C -2.8586 -4.3337 0.4789  2.079
39 C 1.8206 -3.6341 3.2556  0.104
40 C -1.8334 -1.1589 -0.8494  -0.671
41 C 2.1400 5.0388 1.7564  -0.791
42 C -1.0890 6.0381 -1.5232  -0.998
43 C -0.4665 1.4092 -5.1574  -0.905
44 C -3.4026 -6.3504 -0.9954  -1.787
45 C 0.6187 4.7659 3.6846  -0.707
46 C -2.1333 0.2404 5.7892  0.487
47 C -0.4178 0.6339 2.4745  0.554
48 C 3.0663 0.6367 1.9047  -0.521
49 C 4.7226 2.0512 -1.0216  -0.250
50 C 1.8161 3.7960 -6.0533  -1.048
51 C -1.0155 0.4071 4.7916  0.600
52 C -0.2575 4.3545 0.0033  0.683
53 C 0.2866 -2.5327 1.7876  1.480
54 C -1.3788 0.4602 3.4490  -0.905
55 C 6.0619 1.7298 -0.8360  -0.847
56 C 0.9256 0.7723 2.8196  -0.618
57 H 2.4055 -0.7109 -7.7874  0.388
58 H 3.3804 0.0172 2.7478  0.358
59 H -1.3641 -5.4578 1.0603  0.613
60 H 0.4970 3.0411 1.5301  -1.146
61 H 1.1533 5.5534 4.2086  0.366
62 H -5.4484 -4.5490 -0.7700  0.347
63 H 0.8146 4.1162 -5.7580  0.169
64 H -0.5748 0.5531 -5.8215  0.443
65 H -3.1963 -4.3520 2.6099  0.327
66 H 3.4922 2.6444 -5.2814  0.635
67 H 2.4126 -2.6391 1.4583  0.645
68 H 0.1065 -1.9709 0.8762  -0.093
69 H -2.3228 -6.4829 -1.0650  0.336
70 H 2.6419 5.8762 2.2327  0.401
71 H 5.6590 0.0214 2.0469  0.532
72 H -1.3487 -3.9909 4.3547  0.547
73 H -2.6686 -6.7907 1.7268  0.349
74 H 1.7219 3.2215 -6.9752  0.233
75 H 0.9153 -1.8680 -2.1974  0.483
76 H -0.4631 2.3033 -5.7791  0.513
77 H -0.6024 5.7087 -3.5888  0.469
78 H -1.4249 6.0787 0.5830  0.447
79 H -1.5587 2.3056 -3.4807  0.197
80 H -0.4290 4.7656 3.9740  0.369
81 H -3.7486 -5.8685 -1.9121  0.391
82 H -3.1530 -3.9853 -1.6358  0.349
83 H -2.5693 1.4567 -4.6431  0.469
84 H -5.6254 -4.5728 0.9974  0.329
85 H -2.6289 -0.5602 -0.4288  0.482
86 H 2.3237 0.8801 4.4530  0.606
87 H 1.7638 0.9048 -7.5210  0.197
88 H -4.1654 -3.1808 1.7479  0.543
89 H -3.9254 -2.7753 -0.6045  0.300
90 H 7.4464 0.7066 0.4458  0.469
91 H 2.1569 5.1475 0.6759  0.326
92 H 2.3987 -1.1428 -5.2925  0.461
93 H 0.9627 -4.6221 4.9511  0.498
94 H -1.6348 6.9552 -1.7019  0.416
95 H -4.1870 -6.1364 2.3615  0.393
96 H -4.2025 -7.4657 1.2191  0.515
97 H 1.0615 3.7969 3.9085  0.269
98 H -2.1477 -1.7337 1.4525  -0.342
99 H 0.7958 -0.5150 -7.1215  0.316
100 H -0.9008 -0.5183 7.0605  0.316
101 H 2.6118 4.1016 2.0445  0.285
102 H 0.5413 3.6122 -3.1885  0.385
103 H 6.8028 2.0556 -1.5539  0.453
104 H 2.6738 3.6222 -4.0713  0.305
105 H 4.4067 2.6162 -1.8931  0.461
106 H -2.4281 0.3620 3.1972  0.581
107 H -1.5888 0.5412 -3.5013  0.006
108 H 2.3871 4.6969 -6.2871  0.403
109 H -0.6995 0.6557 1.4247  0.086
110 H -2.6331 -2.0026 3.1028  0.568
111 H 0.6318 0.5523 6.1792  0.429
112 H 3.4623 0.1862 -5.7316  0.405
113 H -1.0215 3.8439 1.9673  0.522
114 H 0.3032 5.9005 1.9960  0.461
115 H -3.8646 -7.3386 -0.9752  0.490
116 H -5.9007 -6.0306 0.0564  0.508



The following is a quantum chemistry calculation of a 2-piece molecular cluster, C2H3OPS overall at a distorted geometry, from the OMol25 dataset.

As for the spin multiplicity: 1. For the total energy, the calculation gives -24289.9546 eV. The calculation puts the relative energy (zero: lowest compared OMol25 entry of this formula, charge and spin) at 326.2 kJ/mol. The total charge is 0.

Each line ends with the Mulliken charge.
CARTESIAN COORDINATES (ANGSTROEM)
1 S 1.9509 -0.9437 -1.4165  0.316
2 P 0.4204 -1.0684 -2.7752  0.056
3 O 2.6925 -2.1801 -1.3501  -0.446
4 C -0.4544 0.5357 1.1599  -0.364
5 C 0.1270 -0.5621 1.2111  -0.459
6 H -0.8134 1.5325 1.2873  0.388
7 H 0.0071 0.1764 -2.4200  0.052
8 H 0.4454 -1.5714 1.0988  0.457



The following is a quantum chemistry calculation of C32H27F2N5O4S2V as an isolated structure at a distorted geometry, from the OMol25 dataset.

As for the spin multiplicity: 2. For the total energy, the calculation gives -102057.3880 eV. Its expectation value of S² is 0.7723. The calculation puts the relative energy (zero: lowest compared OMol25 entry of this formula, charge and spin) at 49.6 kJ/mol. The total charge is 0.

Each line ends with the Mulliken charge.
CARTESIAN COORDINATES (ANGSTROEM)
1 V -0.5260 0.2939 1.2686  0.622
2 S -3.0490 -1.3956 -1.0143  -0.408
3 S -3.3826 1.0443 -2.7910  -0.114
4 F 1.1870 2.5598 2.0099  -0.297
5 F -0.6718 3.2362 1.0903  -0.299
6 O -0.3491 -0.2228 -0.3788  -0.812
7 O -0.0136 1.6492 -2.1108  -0.750
8 O 0.6707 -1.8078 -1.5459  -0.566
9 O 1.1040 -0.1966 1.9818  0.087
10 N -2.5093 1.0202 0.8829  0.991
11 N -1.1167 1.2303 3.1342  0.544
12 N -1.2523 -1.4430 2.3779  0.896
13 N -1.1823 -3.4296 3.2856  -0.083
14 N -3.0648 1.2539 -0.3436  -1.302
15 C 4.0708 0.9847 -1.0753  -0.988
16 C 0.1541 0.0353 -3.9233  -0.799
17 C 0.9671 -2.2216 3.2224  1.033
18 C 0.3056 -0.6745 -1.4946  0.048
19 C -2.8328 2.4920 4.2000  -1.007
20 C -2.5299 -1.9665 2.4051  -0.652
21 C 3.0490 -1.0085 2.9855  -0.801
22 C -2.3374 1.7848 3.1155  1.100
23 C 2.9841 -3.0391 4.2786  -0.945
24 C 3.6908 -1.9587 3.7552  -0.586
25 C 0.2735 2.2455 1.0381  0.636
26 C -3.1424 0.2563 -1.2111  0.423
27 C -0.5508 0.7811 -6.1107  -1.026
28 C -2.5002 -3.1986 2.9607  -1.070
29 C -0.2306 1.0552 -4.7896  0.149
30 C -0.7742 2.0470 5.3334  -1.115
31 C 2.8357 1.0190 -3.5543  -0.305
32 C 1.6872 -1.1370 2.7146  0.211
33 C -0.4612 -2.3455 2.9412  0.119
34 C -0.1206 -1.5407 -5.7264  -0.860
35 C 4.1841 1.3279 -3.4441  -0.998
36 C 1.6332 -3.1590 4.0162  -1.065
37 C 2.0961 0.6948 -2.4273  -1.205
38 C 4.8065 1.3129 -2.2063  -0.572
39 C -0.3470 1.3604 4.2085  -0.139
40 C 0.5936 0.4374 -2.5090  4.003
41 C 0.2140 -1.2671 -4.4082  -0.479
42 C -2.0357 2.6202 5.3245  -0.289
43 C -3.5985 -0.3280 -3.9271  -0.737
44 C -3.0701 1.6373 1.8594  -0.922
45 C -0.5010 -0.5207 -6.5848  -0.410
46 C 2.7264 0.6748 -1.1878  0.061
47 H -0.2639 2.0748 -4.4327  0.455
48 H 3.5723 -0.1565 2.5759  0.489
49 H -0.9761 1.5695 -2.2435  0.156
50 H 3.4828 -3.7748 4.8924  0.407
51 H 2.1742 0.4171 -0.2889  0.319
52 H -0.8076 -4.2745 3.6798  0.165
53 H -0.8439 1.5898 -6.7668  0.410
54 H 4.7474 1.5788 -4.3332  0.413
55 H -4.0349 2.1116 1.7026  0.406
56 H 1.0920 -3.9901 4.4494  0.346
57 H 0.5277 -2.0711 -3.7603  0.570
58 H -3.1721 -0.0244 -4.8801  0.246
59 H -2.3917 3.1753 6.1813  0.422
60 H -0.1185 2.1318 6.1864  0.456
61 H 2.3638 1.0291 -4.5275  0.407
62 H 0.6334 0.9070 4.1468  0.559
63 H 4.7480 -1.8553 3.9568  0.447
64 H -3.2714 -3.9231 3.1373  0.441
65 H -3.0642 -1.1984 -3.5481  0.222
66 H -0.0740 -2.5610 -6.0820  0.421
67 H -3.8162 2.9353 4.1473  0.493
68 H 4.5446 0.9663 -0.1034  0.423
69 H 5.8585 1.5489 -2.1227  0.411
70 H -0.7560 -0.7375 -7.6131  0.414
71 H 0.7774 2.3395 0.0673  0.305
72 H -4.6518 -0.5722 -4.0494  0.349
73 H -3.3642 -1.4291 2.0021  0.524



The following is a quantum chemistry calculation of a 2-piece molecular cluster, C6H6ClNO3 overall at a distorted geometry, from the OMol25 dataset.

As for the spin multiplicity: 1. For the total energy, the calculation gives -26472.5864 eV. The calculation puts the relative energy (zero: lowest compared OMol25 entry of this formula, charge and spin) at 47.3 kJ/mol. The total charge is 0.

Each line ends with the Mulliken charge.
CARTESIAN COORDINATES (ANGSTROEM)
1 Cl 1.0358 -3.9182 -0.0148  -0.256
2 O -0.4455 -1.3114 1.0068  -0.500
3 O -2.4679 2.1717 -1.0145  -0.308
4 O -0.0259 0.8166 0.1783  -0.296
5 N -4.0032 -1.7237 0.2738  -0.432
6 C -2.1462 0.0043 0.0732  -0.196
7 C -2.3176 1.1723 -0.4816  0.816
8 C -0.7627 -0.2778 0.4970  0.891
9 C 1.3604 0.8904 0.4295  -0.246
10 C 2.1492 1.2514 -0.8315  -1.118
11 C -3.2224 -0.8878 0.2350  -0.149
12 H 1.6973 0.9926 -1.7843  0.353
13 H 2.4270 2.3274 -0.8836  0.279
14 H 0.6477 -3.8224 1.1964  0.238
15 H 3.0318 0.7182 -0.9428  0.374
16 H 1.5341 -0.1865 0.8987  0.313
17 H 1.5079 1.7829 1.1646  0.236



The following is a quantum chemistry calculation of a 2-piece molecular cluster, C15H39N3O3P2S overall at a distorted geometry, from the OMol25 dataset.

As for the spin multiplicity: 1. For the total energy, the calculation gives -56208.5701 eV. The total charge is 0.

Each line ends with the Mulliken charge.
CARTESIAN COORDINATES (ANGSTROEM)
1 S 1.4556 3.1350 -5.2323  -0.160
2 P 0.0923 -2.1105 2.9605  0.866
3 P -0.9875 1.3793 -4.3683  0.169
4 O -1.6134 -0.1891 -4.7041  -0.418
5 O -0.1576 -1.4695 1.5848  -0.761
6 O -3.2563 2.2603 -3.1688  -0.392
7 N 0.1582 -0.5976 3.7995  0.121
8 N 1.6935 -2.6813 2.5105  0.116
9 N 0.1947 -3.0290 4.4543  0.019
10 C -0.9635 -2.9798 5.3441  -1.049
11 C -3.0554 3.0961 -2.0233  -0.606
12 C -0.4521 -1.0643 -4.7282  -0.185
13 C 1.4058 3.0853 -3.3876  -0.130
14 C 0.1332 1.9352 -5.8139  -0.706
15 C -0.7142 -2.4303 -4.0095  -1.056
16 C -1.1222 0.1055 3.8943  -0.982
17 C -2.1445 1.4049 -0.2058  -0.899
18 C 2.9141 -1.9968 2.9072  -1.172
19 C -2.4297 2.6228 -4.2648  -0.480
20 C -1.8425 2.6818 -1.1207  0.226
21 C 1.8468 -2.9733 1.0781  -1.075
22 C 2.5817 3.9023 -2.7147  -1.249
23 C 1.3268 -3.7081 5.0471  -0.897
24 C 1.0657 -0.1716 4.8464  -0.818
25 H -3.0295 2.6616 -5.2181  0.407
26 H 1.9653 -3.0117 5.5980  0.282
27 H -3.2270 1.2902 0.0282  0.354
28 H 1.9940 -2.0560 0.4947  0.332
29 H 2.7192 -3.6122 0.9068  0.317
30 H -0.4729 2.3659 -6.6512  0.428
31 H -1.0420 -3.8692 5.9712  0.370
32 H 2.1081 -0.2848 4.5778  0.181
33 H -1.5951 0.1812 2.9115  0.181
34 H -0.9405 2.4066 -1.7222  -0.279
35 H 1.9205 -4.2519 4.3136  0.287
36 H 0.1479 -3.1048 -4.2748  0.320
37 H 1.0062 -4.4719 5.7633  0.361
38 H 0.6878 1.0572 -6.2422  0.359
39 H 2.9485 -0.9659 2.5319  0.328
40 H 0.9811 -3.4996 0.6802  0.355
41 H 3.7916 -2.5237 2.5181  0.408
42 H 3.5850 3.4770 -2.9433  0.353
43 H 0.9572 0.8992 5.0332  0.409
44 H 2.4598 4.9751 -2.9935  0.336
45 H -1.8877 -2.9234 4.7661  0.318
46 H 2.4106 3.8180 -1.6058  0.331
47 H -1.6758 -2.9179 -4.2866  0.306
48 H -1.7425 0.5317 -0.7820  0.188
49 H -1.5139 1.5468 0.7124  0.163
50 H -1.5910 3.5834 -0.4933  0.399
51 H -0.6228 -2.2462 -2.9078  0.164
52 H -1.8226 -0.4086 4.5636  0.271
53 H 0.3597 -0.5340 -4.1496  0.293
54 H 3.0686 -1.9965 3.9846  0.295
55 H -2.9326 4.1674 -2.3649  0.363
56 H -1.9331 3.6260 -4.1617  0.296
57 H 1.4970 2.0341 -3.0168  0.329
58 H 0.8959 -0.6780 5.8069  0.228
59 H -1.0076 1.1289 4.2569  0.408
60 H -0.1033 -1.1524 -5.7874  0.275
61 H -0.9219 -2.1114 6.0108  0.300
62 H -4.0223 3.0903 -1.4478  0.352
63 H 0.4505 3.5722 -3.0658  0.150